(1)
Formula: C2H7NO3P
Source: the OMol25 dataset
Level of theory: wB97M-V/def2-TZVPD

```
14
Properties=species:S:1:pos:R:3
C -2.677 -0.973 -0.585
C -1.635 0.052 -0.973
N 0.418 0.884 4.067
O -1.097 0.213 1.697
O 0.042 2.049 0.219
O -0.235 -0.448 -0.711
P -0.721 0.760 0.369
H -2.467 -1.820 -1.229
H -2.404 -1.060 0.424
H -3.597 -0.482 -0.816
H -1.633 0.404 -1.946
H -0.212 1.559 3.713
H 0.349 0.003 3.406
H 1.244 1.436 4.002
```

Calculated values
HOMO energy (eV): -4.971
Frontier orbital gap (Eh): 0.3371
Net charge: -1
E (Ha): -702.3310

---

(2)
Formula: C2H7NO3PS
Source: the OMol25 dataset
Level of theory: wB97M-V/def2-TZVPD

```
15
Properties=species:S:1:pos:R:3
C 1.410 -0.513 0.938
C 0.059 0.828 0.348
N 0.381 1.522 -0.815
O -1.081 -0.923 -1.369
O -2.580 0.660 -0.280
O -1.567 -1.324 1.127
P -1.337 -0.349 -0.005
S 1.887 -1.586 -0.323
H 2.284 0.083 1.267
H 1.084 -1.006 1.871
H 0.149 1.439 1.273
H 0.285 0.883 -1.526
H -2.915 0.524 -1.208
H 1.196 2.117 -0.684
H 0.744 -2.355 -0.613
```

Calculated values
HOMO energy (eV): -3.933
Frontier orbital gap (Eh): 0.2734
Net charge: -1
E (Ha): -1100.5347

---

(3)
Formula: C2H7NO3S2
Source: the OMol25 dataset
Level of theory: wB97M-V/def2-TZVPD

```
15
Properties=species:S:1:pos:R:3
C -2.220 0.040 -1.110
C 0.237 0.136 -1.096
N -1.042 0.490 -0.776
O 2.346 1.526 -0.834
O 0.660 1.395 1.077
O 2.106 -0.526 0.681
S -0.623 -1.913 2.174
S 1.372 0.604 0.067
H -3.047 0.571 -0.821
H -2.163 -0.945 -1.535
H -0.017 -2.132 3.384
H 0.242 -0.827 -1.628
H 3.071 0.968 -1.242
H -1.021 1.393 -0.245
H 0.097 -0.780 1.906
```

Calculated values
HOMO energy (alpha / beta) (eV): -8.372 / -8.371
Frontier orbital gap (alpha / beta) (Eh): 0.3119 / 0.3118
E (Ha): -1157.1429

---

(4)
Formula: C2H7NO5
Source: the OMol25 dataset
Level of theory: wB97M-V/def2-TZVPD

```
15
Properties=species:S:1:pos:R:3
O -0.594 -1.687 -1.118
C -0.297 -0.984 -2.006
N 0.711 0.019 -1.715
C 1.560 0.272 -0.602
O 1.795 -0.570 0.383
O 2.252 1.230 -0.609
H -0.489 -1.193 -3.080
H 0.905 0.448 -2.629
H 1.017 -1.158 0.669
H -0.722 1.915 2.240
H -1.775 2.488 1.400
O -1.658 1.916 2.127
H -2.099 -1.091 1.671
H -2.462 0.359 2.272
O -2.661 -0.593 2.357
```

Calculated values
HOMO energy (eV): -10.660
Frontier orbital gap (Eh): 0.3997
E (Ha): -511.3560
SMILES: O=CNC(=O)O.O.O

---

(5)
Formula: C2H7NOS2
Source: the OMol25 dataset
Level of theory: wB97M-V/def2-TZVPD

```
13
Properties=species:S:1:pos:R:3
C -3.150 -0.961 -1.385
S -2.301 -1.002 -2.873
S -0.722 0.544 -2.387
H -3.927 -0.238 -1.371
H -2.646 -0.825 -0.368
H -3.714 -2.003 -1.176
H -0.896 1.447 -3.258
C 3.097 0.204 4.035
N 3.136 1.446 3.435
O 3.644 -0.002 5.052
H 2.495 -0.590 3.413
H 3.688 2.128 3.886
H 2.582 1.839 2.675
```

Calculated values
HOMO energy (eV): -9.040
Frontier orbital gap (Eh): 0.3211
E (Ha): -1006.7333
SMILES: NC=O.CSS

---

(6)
Formula: C2H7NOSi
Source: the OMol25 dataset
Level of theory: wB97M-V/def2-TZVPD

```
12
Properties=species:S:1:pos:R:3
C -1.853 0.672 0.446
C -2.243 0.421 -0.815
N -0.549 0.468 0.762
O 2.172 0.634 0.185
Si 0.734 -0.029 -0.163
H -2.426 1.165 1.137
H -1.473 0.096 -1.587
H 3.037 -1.844 1.127
H -3.314 0.466 -1.171
H 1.957 1.409 0.624
H 3.236 -2.411 0.597
H 0.722 -1.047 -1.142
```

Calculated values
HOMO energy (eV): -7.792
Frontier orbital gap (Eh): 0.2851
E (Ha): -499.8088

---

Listing energy above the lowest of the compared OMol25 structures with the same formula, charge and spin for the structures above in their given order: 127.28, 200.50, 277.21, 128.14, 133.33, 286.13 kJ/mol.